A molecular structure, C37H24AuCl5GeN2, computed with the ωB97M-V functional and the def2-TZVPD basis.

Last column: natural (NBO) charge in e.
Positions of all 70 atoms, in Å:
Au1 1.150 1.419 -0.438  0.669
Cl1 2.740 3.890 0.716  0.005
C1 1.462 4.365 -0.369  0.028
C2 0.711 3.367 -0.997  -0.400
C3 -0.298 3.832 -1.840  -0.077
Cl2 -1.271 2.694 -2.712  0.034
C4 -0.563 5.188 -2.039  -0.084
Cl3 -1.838 5.700 -3.083  0.034
C5 0.212 6.142 -1.389  -0.092
Cl4 -0.097 7.823 -1.623  0.033
C6 1.238 5.728 -0.548  -0.137
Cl5 2.209 6.906 0.259  0.031
C7 -4.576 2.965 0.922  -0.212
C8 -4.795 2.004 -0.056  -0.220
C9 -3.774 1.137 -0.422  -0.208
C10 -2.518 1.210 0.180  -0.449
C11 -2.313 2.189 1.152  -0.158
C12 -3.330 3.057 1.526  -0.242
Ge1 -1.031 0.029 -0.344  1.071
C13 -1.493 -0.900 -2.027  -0.451
C14 -0.869 -0.591 -3.236  -0.207
C15 -1.174 -1.280 -4.401  -0.215
C16 -2.115 -2.301 -4.380  -0.218
C17 -2.745 -2.626 -3.189  -0.241
C18 -2.433 -1.932 -2.026  -0.152
C19 -0.980 -1.398 1.007  -0.461
C20 -0.552 -2.685 0.682  -0.212
C21 -0.495 -3.684 1.646  -0.207
C22 -0.855 -3.409 2.957  -0.225
C23 -1.276 -2.130 3.299  -0.239
C24 -1.340 -1.139 2.331  -0.152
H1 -5.369 3.647 1.203  0.202
H2 -5.761 1.933 -0.541  0.204
H3 -3.956 0.401 -1.198  0.212
H4 -1.333 2.296 1.609  0.201
H5 -3.145 3.813 2.279  0.206
H6 -0.130 0.200 -3.267  0.219
H7 -0.672 -1.023 -5.327  0.206
H8 -2.350 -2.845 -5.287  0.205
H9 -3.474 -3.427 -3.160  0.205
H10 -2.920 -2.212 -1.098  0.203
H11 -0.247 -2.917 -0.333  0.222
H12 -0.154 -4.674 1.369  0.208
H13 -0.805 -4.186 3.711  0.202
H14 -1.556 -1.905 4.321  0.203
H15 -1.685 -0.149 2.612  0.200
N1 2.564 -6.145 -2.858  -0.392
C25 2.520 -5.135 -2.303  0.322
C26 2.470 -3.889 -1.609  -0.290
C27 2.792 -3.815 -0.249  -0.158
C28 2.736 -2.622 0.432  -0.245
C29 2.356 -1.420 -0.216  0.200
C30 2.066 -1.513 -1.596  -0.282
C31 2.104 -2.711 -2.269  -0.130
H16 3.062 -4.719 0.282  0.213
H17 2.929 -2.616 1.495  0.216
H18 1.788 -0.611 -2.126  0.218
H19 1.845 -2.742 -3.320  0.219
N2 2.163 -0.240 0.427  -0.722
C32 2.646 -0.024 1.722  0.255
C33 1.829 0.616 2.660  -0.273
C34 2.295 0.916 3.930  -0.191
C35 3.588 0.580 4.305  -0.261
C36 4.411 -0.053 3.382  -0.209
C37 3.953 -0.347 2.108  -0.273
H20 0.815 0.870 2.373  0.217
H21 1.637 1.412 4.633  0.203
H22 3.952 0.812 5.298  0.202
H23 5.429 -0.309 3.651  0.202
H24 4.615 -0.816 1.390  0.214

Force components x, y, z for each atom (eV/Å):
0.04 -0.12 0.12
0.00 -0.01 0.01
-0.03 0.01 0.05
0.00 0.09 0.08
0.02 0.02 -0.05
0.00 -0.07 0.02
0.04 -0.04 0.03
-0.01 0.00 -0.01
-0.03 -0.01 -0.01
0.00 0.01 0.00
0.01 -0.02 0.01
0.00 0.00 0.00
0.00 -0.01 -0.01
0.01 0.02 0.02
0.00 -0.03 0.00
0.00 0.00 -0.07
0.02 0.04 -0.01
0.01 -0.01 0.00
-0.07 0.02 -0.10
0.00 0.04 -0.01
-0.02 -0.02 0.04
-0.01 -0.01 -0.01
0.01 0.01 -0.01
0.01 0.01 0.01
-0.03 -0.01 0.05
-0.04 0.00 0.03
0.03 0.00 0.04
0.01 0.01 -0.03
0.00 0.01 0.01
0.00 0.00 0.00
-0.01 -0.02 0.00
0.00 0.00 0.00
0.00 0.00 0.00
0.00 0.00 0.00
0.01 0.00 0.00
0.00 0.00 0.00
0.02 0.01 0.00
0.00 0.00 0.00
0.00 0.00 0.00
0.00 0.00 0.00
0.00 0.00 0.00
-0.02 0.00 -0.01
0.00 0.00 0.00
0.00 0.00 0.00
0.00 0.00 0.00
-0.01 0.00 0.00
0.00 0.02 0.01
0.00 -0.09 -0.04
0.01 0.08 0.06
-0.02 0.00 -0.02
0.02 0.00 0.01
-0.10 -0.02 0.15
-0.01 -0.03 -0.06
0.01 0.02 -0.01
0.00 0.00 -0.01
0.01 0.01 0.00
0.00 0.02 0.01
0.00 -0.01 0.01
0.17 0.06 -0.33
-0.07 0.05 0.09
0.02 -0.01 0.01
-0.03 0.01 -0.02
0.01 -0.01 0.01
0.01 0.00 0.00
-0.02 0.01 -0.04
0.01 0.00 0.01
0.00 0.00 0.00
0.00 0.00 0.00
0.00 0.00 0.00
-0.01 0.00 -0.01

The expectation value of S² is 0.7553. The spin multiplicity is 2. The calculation puts the LUMO energy (spin up / spin down) at 2.312 / 1.711 eV. Its total charge is -1. The energy above the lowest of the compared OMol25 structures with the same formula, charge and spin comes out at 0.344 eV. The calculation puts the HOMO energy (spin up / spin down) at -3.8 / -4.7 eV.